1.
2 unconnected molecules or ions with the total composition C11H18O, computed with ωB97M-V/def2-TZVPD.

Values from the calculation:
HOMO level (alpha / beta) (eV): -13.648 / -14.102
Net charge: +1
Spin multiplicity: 2
ΔE to the lowest compared entry with this formula, charge and spin (eV): 0.347

```
30
C11H18O (ωB97M-V/def2-TZVPD)
O 0.8161 -2.6666 -0.2262
C 1.3612 1.2649 -1.0208
C -2.7882 -1.9340 1.1698
C 1.9044 0.2363 -1.8902
C 1.2378 -1.4314 -0.3289
C 1.1046 2.5577 -1.6509
C 0.9404 0.8717 0.2613
C 1.7854 -1.0698 -1.6008
C 1.8848 3.6967 -0.8581
C -2.5418 -0.6636 0.3468
C -2.0104 -2.0010 2.4675
C 0.8981 -0.4303 0.6315
H 1.8189 4.6172 -1.4287
H -2.2054 -2.9012 3.0511
H 0.8665 -3.1511 0.6140
H 2.9265 3.3747 -0.8550
H -2.1871 -1.1837 3.1610
H -2.7508 0.1579 1.0248
H -3.8455 -2.1372 1.2372
H -2.3526 -2.7318 0.5643
H 0.6575 1.5993 1.0098
H 1.4371 2.7546 -2.6605
H 0.0501 2.8105 -1.5278
H 0.7280 -0.7354 1.6245
H 2.2343 0.5317 -2.8716
H 1.9494 -1.9337 -2.2346
H 1.5611 3.7824 0.1749
H -1.4537 -0.5830 0.2216
H -3.0658 -0.6865 -0.5991
H -0.9609 -2.0154 2.1931
```

=====

2.
C11H18O4Si in the gas phase, computed with ωB97M-V/def2-TZVPD.

Values from the calculation:
HOMO level (eV): -9.523
Net charge: 0
SMILES: C[Si](C)(C)CCOC(=O)/C=C\C=C\C(=O)O
ΔE to the lowest compared entry with this formula, charge and spin (eV): 3.653

```
34
C11H18O4Si (ωB97M-V/def2-TZVPD)
Si 1.0042 0.1880 -2.0250
O -3.1752 1.7175 1.2558
O -4.1362 2.1796 3.2554
O 2.3391 -1.7451 0.9248
O 0.1923 -1.3105 0.4225
C -0.3891 -0.8702 3.1376
C -0.4523 1.1916 -1.3766
C 0.2842 -2.2015 -0.6428
C 2.4566 1.0180 -1.1628
C 1.2416 -1.4373 1.3384
C -2.2987 0.5987 2.9589
C 1.0677 0.7772 -3.8725
C -1.2870 -0.0078 2.3748
C 0.8266 -1.2319 2.7240
C 1.0097 -1.6583 -1.8650
C -3.2479 1.5440 2.4188
H -0.4948 -0.9259 4.2406
H -0.6979 -2.3731 -0.9931
H -2.6123 0.3295 3.9668
H 2.6742 1.9691 -1.6509
H -1.2372 0.0481 1.2875
H 2.0783 1.1941 -0.0962
H 0.5121 -3.2051 -0.2478
H 0.6175 -2.1786 -2.7600
H 2.0061 1.4500 -3.9711
H -1.2417 0.6000 -1.8313
H 1.2330 -0.0280 -4.6184
H -0.4853 2.2471 -1.7481
H 1.5948 -1.6710 3.3938
H -0.3207 1.2164 -0.2686
H 2.0686 -1.8117 -1.6818
H 3.3216 0.2905 -1.1694
H 0.2162 1.4251 -4.2931
H -4.6683 2.6714 2.5747
```

=====

3.
2 unconnected molecules or ions with the total composition C11H19BF2N2O12S, computed with ωB97M-V/def2-TZVPD.

Values from the calculation:
HOMO level (eV): -9.234
Net charge: 0
SMILES: O=NOC[C@@H]1C[C@@H](OB(O)O)S(=O)(=O)O[C@@H]1N(C(=O)F)C(=O)F.COCCOC

```
48
C11H19BF2N2O12S (ωB97M-V/def2-TZVPD)
S -3.5241 -0.1448 -0.7161
F 1.3129 0.2675 2.7887
F -0.2247 1.9816 -0.3402
O -5.0721 0.3903 2.6562
O -5.0553 -1.4405 1.0786
O 2.7283 -2.4261 1.5732
O 0.5812 -2.5094 1.8059
O -3.5281 -0.4542 -2.1072
O 3.9115 0.3069 -2.6604
O -1.9796 0.0633 -0.3343
O -0.2456 2.6913 1.7375
O -4.2773 0.9588 -0.2262
O -0.7422 0.1527 3.5821
O -4.2866 -1.7703 3.2978
O 4.2057 3.1919 -2.1312
N -0.3595 0.4199 1.2878
N 1.8323 -3.1063 1.3262
C -0.2994 1.8027 0.9633
C -1.5891 -1.7288 1.2434
C 5.1373 0.9633 -2.3808
C 3.3879 0.6035 -3.9411
C -0.0025 0.2688 2.6685
C -1.6754 -0.2317 1.0273
C -0.2875 -2.3156 0.6878
C -4.0173 -1.6746 0.1769
C 2.8454 3.2382 -1.7446
C -2.8426 -2.4828 0.7378
C 4.9399 2.1658 -1.4856
B -4.8191 -0.9320 2.3585
H 2.7468 3.6107 -0.7188
H -4.4411 -2.2286 -0.6601
H 0.1792 -1.6469 -0.0410
H 5.7846 0.2442 -1.8692
H -0.4638 -3.2763 0.1960
H 2.3768 0.2016 -3.9796
H 3.9854 0.1280 -4.7267
H 3.3506 1.6805 -4.1217
H -4.5847 -1.5660 4.1868
H -1.5319 -1.8702 2.3247
H 5.6329 1.2659 -3.3088
H 2.3733 2.2551 -1.8178
H 5.9193 2.5782 -1.2238
H -2.5358 -3.1514 -0.0679
H -3.2032 -3.1266 1.5364
H 4.4421 1.8607 -0.5592
H 2.3336 3.9258 -2.4153
H -6.0077 0.6068 2.6589
H -2.4108 0.2592 1.6773
```